1.
Below is C26H52BCl42NO5S as an isolated structure at a distorted geometry, with properties calculated with the ωB97M-V functional and the def2-TZVPD basis.

Results
- spin multiplicity = 1
- calculated total energy (hartree) = -21203.921058
- lowest unoccupied orbital energy (eV) = -0.07
- Kohn-Sham gap (Eh) = 0.317

Each line ends with the Mulliken charge.
Geometry (Å):
O 2.859 -4.068 -1.096  -0.637
C 2.077 -3.187 -0.800  -0.261
O 1.197 -3.432 0.145  -0.585
C 2.104 -1.797 -1.526  0.285
O 3.222 -1.806 -2.405  -0.525
B 4.373 -1.208 -1.848  1.112
O 5.335 -0.729 -2.758  -0.445
O 4.664 -1.087 -0.491  -0.638
N 1.771 -0.565 -0.761  0.821
C 0.251 -0.509 -0.623  -0.753
C -0.437 -1.506 -1.719  -1.697
C 0.872 -1.849 -2.572  -0.456
S 0.531 -3.502 -3.355  -0.305
H 5.024 -1.006 -3.631  0.279
H 4.238 -1.782 0.044  0.177
H 2.018 0.354 -1.141  0.451
H 2.044 -0.808 0.202  0.335
H 0.048 0.496 -1.092  0.183
H -0.149 -0.518 0.407  0.251
H -0.720 -2.395 -1.111  0.681
H -1.208 -1.106 -2.410  0.748
H 1.033 -1.078 -3.378  0.478
H 0.089 -4.256 -2.282  0.166
C 0.207 0.981 2.957  0.083
Cl 0.443 2.250 1.752  -0.093
Cl 1.179 -0.442 2.562  -0.102
H 0.503 1.351 3.933  0.279
H -0.842 0.700 2.973  -0.130
C -3.645 -0.762 0.776  -0.584
Cl -4.150 -2.372 1.307  -0.195
Cl -2.283 -0.867 -0.351  0.462
H -4.478 -0.279 0.293  0.234
H -3.336 -0.184 1.643  0.193
C -1.636 0.136 6.553  0.226
Cl -0.702 1.454 5.828  -0.166
Cl -2.603 -0.709 5.338  -0.114
H -0.950 -0.573 7.009  -0.263
H -2.300 0.547 7.308  0.353
C -1.486 -3.749 7.648  -0.130
Cl -0.169 -2.594 7.890  -0.180
Cl -2.948 -3.243 8.505  -0.159
H -1.705 -3.816 6.585  0.132
H -1.176 -4.720 8.023  0.341
C 2.458 4.429 -1.643  -0.307
Cl 1.035 3.414 -1.931  -0.092
Cl 3.888 3.448 -1.315  -0.145
H 2.640 5.035 -2.526  0.224
H 2.265 5.070 -0.787  0.314
C -3.566 3.226 1.310  -0.228
Cl -4.417 1.955 0.427  -0.103
Cl -2.835 2.574 2.772  -0.080
H -2.780 3.635 0.680  0.321
H -4.272 4.010 1.580  0.095
C -6.290 4.326 4.002  -0.287
Cl -5.323 5.592 3.231  -0.142
Cl -7.261 3.451 2.814  -0.137
H -5.622 3.626 4.496  0.223
H -6.951 4.783 4.731  0.346
C -4.534 4.078 -3.264  -0.553
Cl -4.348 4.592 -1.584  -0.088
Cl -3.162 3.089 -3.777  0.016
H -5.446 3.495 -3.354  0.377
H -4.593 4.955 -3.901  0.267
C -3.113 3.196 -7.743  -0.044
Cl -1.808 4.380 -7.591  -0.127
Cl -4.597 3.779 -6.981  -0.158
H -3.303 3.020 -8.797  0.365
H -2.811 2.270 -7.261  -0.039
C 2.713 -7.044 -1.851  0.162
Cl 1.195 -7.908 -2.137  -0.197
Cl 4.066 -8.172 -1.658  -0.179
H 2.913 -6.395 -2.698  0.172
H 2.617 -6.449 -0.949  0.060
C 6.815 -4.000 0.522  -0.070
Cl 8.246 -2.972 0.645  -0.173
Cl 5.438 -3.289 1.372  -0.147
H 6.556 -4.120 -0.526  0.190
H 7.037 -4.968 0.961  0.226
C 0.057 -4.726 2.808  -0.019
Cl 0.264 -5.959 4.062  -0.204
Cl -0.840 -3.331 3.425  -0.078
H 1.035 -4.395 2.472  0.045
H -0.491 -5.156 1.976  0.260
C -4.784 -2.713 -3.160  -0.133
Cl -5.779 -3.960 -2.398  -0.182
Cl -3.062 -3.082 -3.008  0.054
H -5.039 -2.654 -4.210  0.151
H -4.983 -1.760 -2.678  0.183
C 1.884 3.852 -6.416  0.111
Cl 2.998 4.988 -5.644  -0.153
Cl 1.684 2.404 -5.429  -0.023
H 0.916 4.330 -6.535  -0.270
H 2.279 3.574 -7.388  0.344
C -2.074 -1.783 -6.495  -0.410
Cl -1.492 -0.488 -5.439  -0.066
Cl -3.812 -2.042 -6.295  -0.171
H -1.876 -1.511 -7.527  0.388
H -1.550 -2.703 -6.247  0.253
C 7.236 -9.783 -2.981  0.059
Cl 7.008 -11.534 -2.901  -0.157
Cl 8.925 -9.343 -2.703  -0.160
H 6.938 -9.433 -3.965  0.271
H 6.620 -9.312 -2.221  -0.024
C -1.908 7.047 -4.557  -0.181
Cl -1.729 7.618 -2.894  -0.084
Cl -0.532 6.053 -5.043  -0.040
H -2.814 6.453 -4.631  -0.014
H -1.974 7.905 -5.219  0.324
C 10.997 -5.122 2.582  -0.236
Cl 9.467 -5.947 2.270  -0.132
Cl 12.325 -6.274 2.760  -0.162
H 11.215 -4.459 1.749  0.241
H 10.906 -4.546 3.498  0.293
C -4.826 9.002 2.703  0.100
Cl -3.489 10.145 2.891  -0.162
Cl -6.278 9.574 3.529  -0.156
H -5.044 8.886 1.645  0.282
H -4.534 8.046 3.127  -0.055
C -0.624 10.850 0.371  -0.052
Cl 1.042 11.367 0.655  -0.165
Cl -0.693 9.162 -0.150  -0.092
H -1.188 10.956 1.292  0.040
H -1.059 11.475 -0.403  0.274
C -2.738 -3.469 12.098  0.202
Cl -1.603 -2.443 12.984  -0.160
Cl -2.925 -5.042 12.882  -0.160
H -3.705 -2.975 12.063  0.257
H -2.364 -3.619 11.090  -0.147

---

2.
Below is a 5-piece molecular cluster, C36H72NO11S4 overall, with properties calculated with the ωB97M-V functional and the def2-TZVPD basis.

Results
- ⟨S²⟩ = 0.75
- spin multiplicity = 2
- calculated total energy (hartree) = -3889.959824
- lowest unoccupied orbital energy (spin up / spin down) (eV) = 0.42 / 0.42
- Kohn-Sham gap (spin up / spin down) (Eh) = 0.283 / 0.337

Each line ends with the Mulliken spin population.
Geometry (Å):
C -4.057 -0.535 -1.025  0.000
C -3.410 0.338 -2.093  0.000
C -2.418 -0.436 -2.955  0.000
C -1.761 0.405 -4.049  0.000
C -0.833 1.510 -3.537  0.000
C 0.362 0.994 -2.726  0.000
C 0.710 1.909 -1.553  -0.001
C 1.984 1.562 -0.781  0.000
C 2.052 0.159 -0.149  -0.027
O 2.166 -0.860 -1.145  -0.038
C 3.290 -0.905 -1.987  0.029
C 3.184 -2.146 -2.858  0.005
C 4.480 -2.359 -3.632  0.000
O 2.892 -3.253 -2.017  0.001
C 0.763 -0.177 0.595  0.012
C 0.754 -1.565 1.263  -0.007
C -0.028 -1.499 2.575  0.033
C 0.103 -2.599 0.342  0.021
N 2.145 -2.057 1.513  0.377
O 2.206 -3.156 2.159  0.521
C 3.318 -1.161 1.716  0.024
C 4.587 -1.934 1.318  0.005
C 3.398 -0.793 3.204  0.038
C 3.184 0.129 0.875  0.034
H -4.668 -1.319 -1.482  0.000
H -3.291 -1.027 -0.420  0.000
H -4.689 0.045 -0.351  0.000
H -4.177 0.768 -2.746  0.000
H -2.901 1.169 -1.598  0.000
H -2.938 -1.278 -3.425  0.000
H -1.660 -0.881 -2.301  0.000
H -1.199 -0.250 -4.724  0.000
H -2.552 0.862 -4.652  0.000
H -1.412 2.212 -2.928  0.000
H -0.470 2.085 -4.393  0.000
H 0.155 -0.013 -2.364  0.000
H 1.240 0.905 -3.372  0.000
H -0.136 1.939 -0.857  0.000
H 0.808 2.929 -1.939  0.000
H 2.857 1.696 -1.431  0.000
H 2.098 2.284 0.033  0.000
H 4.238 -0.906 -1.433  -0.007
H 3.297 -0.040 -2.666  0.001
H 2.354 -2.001 -3.564  0.000
H 5.186 -2.865 -2.975  0.000
H 4.322 -2.970 -4.522  0.000
H 4.926 -1.412 -3.948  0.000
H 2.694 -4.021 -2.577  0.000
H 0.593 0.607 1.340  -0.003
H -0.082 -0.149 -0.095  0.001
H 0.380 -0.755 3.259  -0.006
H -1.059 -1.215 2.353  0.001
H -0.027 -2.472 3.062  -0.002
H 0.548 -2.551 -0.649  -0.004
H 0.259 -3.597 0.750  0.005
H -0.971 -2.411 0.275  -0.006
H 5.361 -1.772 2.070  -0.002
H 4.977 -1.568 0.373  0.000
H 4.404 -3.002 1.236  0.004
H 3.643 -1.670 3.802  0.002
H 2.462 -0.368 3.567  -0.005
H 4.185 -0.048 3.336  0.001
H 2.996 0.971 1.547  -0.003
H 4.143 0.341 0.394  -0.004
C 9.697 -1.251 0.472  0.000
C 10.210 -2.153 -0.661  0.000
C 9.053 -2.343 -1.651  0.000
S 8.057 -0.844 -1.529  0.000
O 6.744 -1.165 -1.028  -0.001
O 8.166 -0.064 -2.739  0.000
C 8.981 -0.090 -0.208  0.000
H 10.499 -0.899 1.119  0.000
H 8.987 -1.805 1.089  0.000
H 11.051 -1.671 -1.164  0.000
H 10.557 -3.115 -0.286  0.000
H 9.371 -2.442 -2.686  0.000
H 8.402 -3.173 -1.381  0.000
H 8.266 0.443 0.412  0.000
H 9.680 0.605 -0.676  0.000
C -7.237 -2.898 0.685  0.000
C -8.143 -2.979 1.922  0.000
C -8.194 -1.580 2.547  0.000
S -7.935 -0.429 1.186  0.000
O -6.694 0.272 1.395  0.000
O -9.147 0.311 0.927  0.000
C -7.693 -1.665 -0.088  0.000
H -7.307 -3.795 0.071  0.000
H -6.194 -2.779 0.986  0.000
H -9.147 -3.285 1.621  0.000
H -7.779 -3.709 2.642  0.000
H -9.146 -1.341 3.016  0.000
H -7.381 -1.409 3.250  0.000
H -6.968 -1.276 -0.798  0.000
H -8.657 -1.819 -0.573  0.000
C -12.200 2.521 2.627  0.000
C -12.840 3.221 3.834  0.000
C -12.690 2.278 5.033  0.000
S -11.197 1.314 4.718  0.000
O -11.563 -0.074 4.557  0.000
O -10.168 1.666 5.662  0.000
C -10.851 2.000 3.108  0.000
H -12.081 3.193 1.778  0.000
H -12.826 1.685 2.307  0.000
H -12.318 4.158 4.034  0.000
H -13.888 3.458 3.658  0.000
H -12.557 2.788 5.984  0.000
H -13.510 1.565 5.107  0.000
H -10.425 1.217 2.487  0.000
H -10.131 2.807 3.242  0.000
C 5.514 3.910 -2.162  0.000
C 7.035 4.114 -2.103  0.000
C 7.426 4.208 -0.624  0.000
S 6.206 3.229 0.271  0.000
O 5.457 4.093 1.147  0.000
O 6.814 2.031 0.794  0.000
C 5.203 2.811 -1.154  0.000
H 5.183 3.632 -3.161  0.000
H 4.998 4.830 -1.880  0.000
H 7.533 3.259 -2.564  0.000
H 7.343 5.008 -2.642  0.000
H 8.407 3.794 -0.403  0.000
H 7.355 5.221 -0.234  0.000
H 4.166 2.761 -0.829  0.000
H 5.537 1.831 -1.502  0.000

---

3.
Below is a 15-piece molecular cluster, C4H38N2O15 overall at a distorted geometry, with properties calculated with the ωB97M-V functional and the def2-TZVPD basis.

Results
- spin multiplicity = 1
- calculated total energy (hartree) = -1413.335414
- ΔE to the lowest compared entry with this formula, charge and spin (kJ/mol) = 338.0
- lowest unoccupied orbital energy (eV) = -0.04
- Kohn-Sham gap (Eh) = 0.331

Each line ends with the Mulliken charge.
Geometry (Å):
N -1.008 3.539 0.746  -0.550
C -3.327 2.049 -1.895  -0.968
C -2.805 3.115 -0.946  -0.548
C -1.320 2.868 -0.498  0.236
C -1.069 1.381 -0.254  0.069
N -0.076 0.805 -1.002  0.069
O -1.647 0.637 0.538  -0.641
H -1.703 3.423 1.463  0.199
H -0.687 4.481 0.601  0.211
H -2.625 1.265 -2.171  0.134
H -3.694 2.406 -2.864  0.339
H -4.213 1.541 -1.489  0.291
H -2.664 4.127 -1.329  0.389
H -3.328 3.091 0.011  0.250
H -0.662 3.080 -1.342  0.434
H 0.351 1.175 -1.840  0.251
H -0.075 -0.203 -1.001  -0.115
H 2.084 -1.905 3.583  0.279
H 3.464 -2.181 3.257  0.284
O 2.586 -2.505 3.014  -0.576
H 2.785 3.474 2.019  0.317
H 2.150 2.441 2.832  0.330
O 2.244 3.407 2.817  -0.607
H 2.925 1.181 1.463  0.236
H 2.219 -0.215 1.315  0.673
O 2.942 0.272 1.771  -0.708
H 5.333 -1.852 0.074  0.296
H 4.503 -0.608 0.483  0.316
O 4.986 -1.014 -0.245  -0.621
H -2.743 -0.911 1.255  0.337
H -3.486 -0.995 2.511  0.309
O -3.609 -1.209 1.579  -0.589
H 2.028 -1.026 -3.377  0.317
H 3.414 -1.083 -2.735  0.343
O 2.954 -1.176 -3.581  -0.665
H -0.225 1.893 -4.308  0.333
H 0.997 2.760 -4.321  0.293
O 0.106 2.736 -3.957  -0.614
H 0.027 -2.658 -1.740  0.220
H -1.411 -2.028 -1.441  0.270
O -0.571 -1.929 -1.906  -0.508
H -0.934 -3.233 3.357  0.258
H -1.178 -1.686 2.991  0.310
O -0.685 -2.499 2.798  -0.576
H -0.743 -0.610 -5.063  0.275
H -0.340 -0.629 -3.627  0.287
O -0.776 -0.054 -4.271  -0.620
H 1.782 -2.007 0.500  0.115
H 0.503 -1.705 1.265  0.213
O 1.074 -1.335 0.575  -0.448
H -2.289 0.393 3.937  0.298
H -0.980 0.761 3.224  0.284
O -1.439 0.037 3.659  -0.662
H 2.881 -4.569 0.414  0.284
H 2.281 -3.350 1.316  0.278
O 2.968 -3.668 0.721  -0.617
H -3.169 -3.053 0.299  0.354
H -1.800 -3.022 0.773  0.345
O -2.305 -3.419 0.046  -0.694

---

4.
Below is a single C4H8N2S3 molecule at a distorted geometry, with properties calculated with the ωB97M-V functional and the def2-TZVPD basis.

Results
- ⟨S²⟩ = 2.02
- spin multiplicity = 3
- calculated total energy (hartree) = -1461.094528
- lowest unoccupied orbital energy (spin up / spin down) (eV) = 0.16 / -3.21
- Kohn-Sham gap (spin up / spin down) (Eh) = 0.235 / 0.216

Each line ends with the Mulliken spin population.
Geometry (Å):
C 2.233 -0.242 1.296  -0.107
C -0.634 0.700 0.114  0.742
C -2.081 -0.976 -0.992  0.065
C -0.588 -0.399 -0.823  -0.052
N 1.094 0.259 1.821  0.003
N 0.151 1.008 1.126  0.115
S 3.172 -1.178 2.397  0.584
S 2.626 0.071 -0.289  0.514
S -0.328 0.431 -2.476  0.128
H -1.228 1.437 -0.368  0.025
H -2.456 -0.795 0.073  -0.026
H -2.084 -2.098 -1.226  0.002
H -2.612 -0.338 -1.714  -0.013
H 0.285 -1.175 -0.546  0.006
H 1.197 0.297 2.785  0.017
H 0.264 2.099 1.145  0.005
H 0.989 0.899 -2.323  -0.007

---

Across the entries above, molar mass takes the values 1990.61, 823.24, 354.35, 180.32 g/mol, respectively.